Model 1:
{"formula": "C3H6O2", "method": "the ωB97M-V functional and the def2-TZVPD basis", "elements": ["O", "C", "C", "C", "O", "H", "H", "H", "H", "H", "H"], "xyz": [[-1.414, -0.852, -0.115], [-0.782, 0.217, 0.421], [-0.083, 1.203, -0.469], [0.737, 0.329, 0.423], [1.355, -0.799, -0.104], [-0.698, -1.388, -0.631], [-1.324, 0.668, 1.228], [-0.203, 2.302, -0.406], [-0.132, 0.906, -1.532], [1.248, 0.774, 1.243], [2.351, -0.546, -0.404]], "nbo_charge": [-0.688, 0.090, -0.505, 0.050, -0.720, 0.488, 0.183, 0.222, 0.220, 0.177, 0.484], "smiles": "O[C@@H]1C[C@@H]1O", "homo_energy_ha": -0.3390}


Model 2:
{"formula": "C3H6O2", "method": "the ωB97M-V functional and the def2-TZVPD basis", "elements": ["O", "C", "O", "H", "H", "C", "C", "H", "H", "H", "H"], "xyz": [[1.474, 1.186, 0.418], [1.773, 0.334, -0.349], [1.735, -0.988, -0.056], [2.096, 0.462, -1.397], [0.896, -1.434, -0.150], [-2.049, 0.080, -0.415], [-2.847, -0.452, 0.502], [-1.759, -0.395, -1.359], [-1.420, 0.965, -0.426], [-3.605, -1.145, 0.174], [-2.934, 0.104, 1.430]], "nbo_charge": [-0.515, 0.657, -0.753, 0.101, 0.510, -0.387, -0.397, 0.174, 0.200, 0.207, 0.202], "smiles": "O=CO.C=C", "homo_energy_ha": -0.3798}


Which of them is least stable? Easy: model 1.


Model 1:
{"formula": "C3H6O2", "method": "the ωB97M-V functional and the def2-TZVPD basis", "elements": ["O", "C", "C", "C", "O", "H", "H", "H", "H", "H", "H"], "xyz": [[0.651, -0.881, 1.599], [0.873, 0.189, 0.701], [-0.390, 0.540, -0.046], [-0.348, 0.707, -1.482], [-0.912, -0.494, -0.884], [-0.101, -1.438, 1.192], [1.645, -0.048, -0.004], [1.404, 0.974, 1.338], [-1.163, 1.005, 0.529], [-1.129, 1.266, -1.860], [0.622, 0.624, -1.953]], "nbo_charge": [-0.712, -0.089, 0.014, -0.109, -0.499, 0.475, 0.158, 0.190, 0.188, 0.192, 0.193], "smiles": "OC[C@H]1CO1", "homo_energy_ha": -0.3757}


Model 2:
{"formula": "C3H6O2", "method": "the ωB97M-V functional and the def2-TZVPD basis", "elements": ["O", "C", "C", "C", "O", "H", "H", "H", "H", "H", "H"], "xyz": [[-0.633, 1.159, -1.128], [0.627, 0.720, -0.650], [0.342, -0.002, 0.654], [-0.405, -1.257, 0.288], [-1.206, -1.582, 1.281], [-0.533, 1.432, -2.047], [1.317, 1.564, -0.511], [1.084, -0.002, -1.343], [-0.188, 0.652, 1.361], [1.282, -0.323, 1.129], [-1.686, -2.362, 0.967]], "nbo_charge": [-0.723, -0.056, -0.597, 0.260, -0.651, 0.472, 0.161, 0.173, 0.219, 0.244, 0.500], "homo_energy_ha": -0.3120}


Which of them is least stable? Easy: model 2.


Model 1:
{"formula": "C2H2OS2", "method": "the ωB97M-V functional and the def2-TZVPD basis", "elements": ["O", "C", "S", "C", "S", "H", "H"], "xyz": [[-1.520, -0.335, -1.172], [-0.426, 0.015, -0.705], [0.725, 1.123, -1.373], [-0.069, -0.726, 0.641], [1.074, -0.016, 1.458], [1.046, 1.441, 0.182], [-0.829, -1.501, 0.970]], "nbo_charge": [-0.519, 0.282, -0.056, -0.370, 0.233, 0.171, 0.261], "smiles": "O=C(S)C=S", "homo_energy_ha": -0.3398}


Model 2:
{"formula": "C2H2OS2", "method": "the ωB97M-V functional and the def2-TZVPD basis", "elements": ["O", "C", "C", "S", "S", "H", "H"], "xyz": [[0.838, 0.631, -0.557], [0.467, 0.074, 0.560], [-0.439, -0.862, 0.938], [-0.184, -0.912, 2.710], [1.054, 0.669, 2.245], [0.969, 1.518, -0.311], [-0.912, -1.506, 0.375]], "nbo_charge": [-0.641, 0.215, -0.456, 0.148, 0.034, 0.488, 0.212], "smiles": "Oc1css1", "homo_energy_ha": -0.3100}


Which of them is least stable? Easy: model 1.


Model 1:
{"formula": "C2H2OS2", "method": "the ωB97M-V functional and the def2-TZVPD basis", "elements": ["O", "C", "C", "S", "S", "H", "H"], "xyz": [[-0.772, 1.779, 0.415], [0.057, 0.975, 0.121], [-0.351, -0.433, 0.091], [0.138, -1.282, -1.435], [1.117, -1.411, 0.375], [1.037, 1.241, -0.138], [-1.226, -0.869, 0.572]], "nbo_charge": [-0.497, 0.380, -0.535, 0.125, 0.114, 0.143, 0.269], "smiles": "O=CC1SS1", "homo_energy_ha": -0.3312}


Model 2:
{"formula": "C2H2OS2", "method": "the ωB97M-V functional and the def2-TZVPD basis", "elements": ["C", "C", "O", "S", "S", "H", "H"], "xyz": [[-0.010, 0.326, 0.911], [-0.404, -0.626, -0.083], [-0.505, 0.318, 2.027], [1.244, 0.964, -1.631], [0.063, -0.520, -1.699], [0.632, 1.039, 0.404], [-1.019, -1.501, 0.071]], "nbo_charge": [0.316, -0.497, -0.472, -0.334, 0.599, 0.152, 0.235], "homo_energy_ha": [-0.3357, -0.3357]}


Model 3:
{"formula": "C2H2OS2", "method": "the ωB97M-V functional and the def2-TZVPD basis", "elements": ["O", "C", "C", "S", "S", "H", "H"], "xyz": [[0.695, -1.704, -0.547], [0.454, -1.053, 0.413], [-0.309, 0.174, 0.500], [-0.592, 1.164, 1.646], [-0.593, 0.732, -1.658], [0.923, -1.408, 1.355], [-0.578, 2.095, -1.709]], "nbo_charge": [-0.425, 0.305, -0.264, 0.307, -0.194, 0.138, 0.133], "smiles": "O=CC(=S)S", "homo_energy_ha": -0.3406}


Model 4:
{"formula": "C2H2OS2", "method": "the ωB97M-V functional and the def2-TZVPD basis", "elements": ["O", "C", "S", "C", "S", "H", "H"], "xyz": [[2.978, 0.330, -1.891], [3.264, -0.010, -0.806], [3.772, -0.341, 0.664], [0.309, -0.585, -0.268], [0.649, -1.476, 1.029], [0.694, -0.820, -1.212], [-0.413, 0.244, -0.299]], "nbo_charge": [-0.467, 0.453, 0.019, -0.475, 0.100, 0.178, 0.192], "smiles": "O=C=S.C=S", "homo_energy_ha": -0.3287}


Which of them is least stable? Easy: model 3.


Model 1:
{"formula": "C4H4BrN", "method": "the ωB97M-V functional and the def2-TZVPD basis", "elements": ["C", "C", "Br", "C", "C", "N", "H", "H", "H", "H"], "xyz": [[-1.253, 0.996, 0.026], [0.132, 0.407, 0.054], [1.728, 1.434, 0.022], [0.323, -0.924, -0.006], [1.527, -1.634, 0.076], [2.510, -2.248, -0.012], [-1.227, 1.855, 0.837], [-1.392, 1.525, -1.011], [-1.960, 0.287, 0.139], [-0.387, -1.698, -0.125]], "nbo_charge": [-0.645, 0.021, 0.104, -0.391, 0.250, -0.292, 0.241, 0.238, 0.225, 0.248], "smiles": "C/C(Br)=C/C#N", "homo_energy_ha": -0.3585}


Model 2:
{"formula": "C4H4BrN", "method": "the ωB97M-V functional and the def2-TZVPD basis", "elements": ["C", "C", "Br", "C", "C", "N", "H", "H", "H", "H"], "xyz": [[0.291, -0.630, -0.054], [1.051, 0.562, 0.154], [3.013, 0.704, -0.055], [0.145, 1.636, -0.065], [-1.106, 2.477, -0.076], [-1.981, 2.970, 0.514], [0.435, -1.338, 0.758], [0.617, -1.421, -0.829], [-0.740, -0.388, -0.276], [0.867, 2.583, -0.208]], "nbo_charge": [-0.696, 0.009, 0.097, -0.342, 0.249, -0.265, 0.231, 0.245, 0.237, 0.236], "smiles": "C/C(Br)=C\\C#N", "homo_energy_ha": -0.3563}


Model 3:
{"formula": "C4H4BrN", "method": "the ωB97M-V functional and the def2-TZVPD basis", "elements": ["C", "C", "C", "N", "C", "Br", "H", "H", "H", "H"], "xyz": [[0.988, -0.757, -0.233], [-0.104, 0.207, 0.050], [0.354, 1.618, 0.522], [0.734, 2.640, 0.863], [-1.418, 0.039, -0.007], [-2.243, -1.580, -0.517], [0.572, -1.748, -0.395], [1.688, -0.785, 0.602], [1.546, -0.458, -1.120], [-2.117, 0.824, 0.236]], "nbo_charge": [-0.645, -0.099, 0.261, -0.313, -0.230, 0.072, 0.238, 0.238, 0.239, 0.239], "smiles": "C/C(C#N)=C\\Br", "homo_energy_ha": -0.3672}


Which of them is least stable? Easy: model 2.


Model 1:
{"formula": "C2H4O3P", "method": "the ωB97M-V functional and the def2-TZVPD basis", "elements": ["C", "C", "O", "O", "O", "P", "H", "H", "H", "H"], "xyz": [[-0.141, 2.335, 0.112], [-0.508, -0.955, 0.442], [2.197, -1.592, 0.414], [0.140, 3.499, -0.144], [1.094, -1.295, -1.818], [1.151, -0.948, -0.390], [-1.205, 1.837, 0.064], [-1.198, -0.728, -0.359], [-0.892, -1.983, 0.571], [-0.639, -0.170, 1.107]], "nbo_charge": [0.189, -1.031, -1.124, -0.585, -1.125, 1.928, 0.068, 0.225, 0.225, 0.231], "charge": -1, "homo_energy_ha": [-0.0722, -0.1514]}


Model 2:
{"formula": "C2H4O3P", "method": "the ωB97M-V functional and the def2-TZVPD basis", "elements": ["C", "C", "O", "O", "O", "P", "H", "H", "H", "H"], "xyz": [[-2.729, -0.277, -0.135], [0.471, 0.894, 0.321], [-2.426, -1.278, 0.349], [-3.157, 0.682, -0.615], [1.853, 0.839, -0.181], [2.237, -0.562, -0.771], [0.405, 0.184, 1.176], [0.391, 1.918, 0.731], [1.984, -1.406, 0.371], [0.971, -0.995, -1.244]], "nbo_charge": [1.034, -0.679, -0.533, -0.543, -0.874, 0.612, 0.100, 0.112, -0.131, -0.096], "charge": -1, "homo_energy_ha": -0.0562}


Model 3:
{"formula": "C2H4O3P", "method": "the ωB97M-V functional and the def2-TZVPD basis", "elements": ["C", "C", "O", "P", "O", "O", "H", "H", "H", "H"], "xyz": [[-0.040, -1.924, -0.837], [0.144, -0.634, -0.571], [0.074, -0.165, 0.657], [-0.009, 1.669, 0.989], [1.001, 2.315, 0.132], [-0.022, 1.819, 2.449], [0.037, -2.318, -1.834], [-0.261, -2.622, -0.045], [0.366, 0.073, -1.369], [-1.288, 1.787, 0.430]], "nbo_charge": [-0.599, 0.189, -0.784, 2.183, -1.160, -1.145, 0.179, 0.186, 0.161, -0.210], "charge": -1, "smiles": "C=CO[P@H](=O)[O-]", "homo_energy_ha": -0.1742}


Which of them is least stable? Easy: model 2.


Model 1:
{"formula": "C5H9N", "method": "the ωB97M-V functional and the def2-TZVPD basis", "elements": ["C", "N", "C", "C", "C", "C", "H", "H", "H", "H", "H", "H", "H", "H", "H"], "xyz": [[2.200, -0.319, -0.506], [0.032, 1.113, 1.175], [-0.146, 0.526, -0.069], [0.844, 0.180, -0.952], [-1.843, -1.196, 0.320], [-1.514, -0.050, -0.245], [2.710, 0.523, 0.014], [2.096, -1.120, 0.226], [2.834, -0.652, -1.315], [0.993, 1.054, 1.509], [-0.527, 0.526, 1.798], [0.636, -0.294, -1.915], [-1.162, -2.017, 0.557], [-2.841, -1.577, 0.462], [-2.128, 0.632, -0.851]], "nbo_charge": [-0.686, -0.644, 0.299, 0.026, -0.316, -0.268, 0.251, 0.264, 0.267, 0.406, 0.419, 0.246, 0.222, 0.243, 0.271], "charge": 1, "spin_multiplicity": 2, "homo_energy_ha": [-0.5336, -0.5560]}


Model 2:
{"formula": "C5H9N", "method": "the ωB97M-V functional and the def2-TZVPD basis", "elements": ["C", "C", "C", "C", "C", "N", "H", "H", "H", "H", "H", "H", "H", "H", "H"], "xyz": [[0.769, 0.392, 1.810], [0.750, 0.361, 0.297], [-0.346, -0.586, -0.294], [0.025, -1.788, -0.715], [-1.518, 0.924, -1.383], [-1.695, -0.054, -0.536], [0.344, 1.300, 2.160], [0.069, -0.443, 2.126], [1.777, 0.338, 2.314], [1.664, -0.162, -0.022], [0.632, 1.297, -0.251], [0.902, -2.259, -0.371], [-0.465, -2.089, -1.589], [-2.236, 1.748, -1.485], [-0.673, 1.022, -2.062]], "nbo_charge": [-0.613, -0.450, 0.385, -0.105, 0.046, -0.346, 0.245, 0.225, 0.260, 0.240, 0.244, 0.232, 0.234, 0.221, 0.179], "charge": 1, "spin_multiplicity": 2, "homo_energy_ha": [-0.5890, -0.5894]}


Model 3:
{"formula": "C5H9N", "method": "the ωB97M-V functional and the def2-TZVPD basis", "elements": ["C", "N", "C", "C", "C", "C", "H", "H", "H", "H", "H", "H", "H", "H", "H"], "xyz": [[0.218, 1.657, -1.259], [0.747, 0.425, -0.799], [-0.051, -0.613, -0.415], [-1.225, -1.037, -1.093], [0.585, -0.422, 2.104], [0.375, -1.240, 0.842], [0.754, 2.061, -2.188], [-0.856, 1.762, -1.240], [0.371, 2.564, -0.580], [-0.106, 0.442, 2.239], [-2.064, -1.617, -0.673], [-1.497, -0.416, -1.924], [1.354, -0.493, 1.169], [1.007, -0.771, 2.994], [0.387, -2.302, 0.823]], "lowdin_spin": [0.073, 0.496, 0.015, 0.371, -0.027, -0.021, 0.024, 0.002, 0.043, -0.002, 0.019, 0.017, -0.004, -0.001, -0.005], "charge": 1, "spin_multiplicity": 2, "homo_energy_ha": [-0.4991, -0.5087]}


Which of them is least stable? Easy: model 3.


Model 1:
{"formula": "C3H4S2", "method": "the ωB97M-V functional and the def2-TZVPD basis", "elements": ["C", "C", "C", "S", "S", "H", "H", "H", "H"], "xyz": [[1.527, -0.392, -0.367], [0.432, 0.363, -0.404], [-0.951, 0.001, 0.597], [-2.241, 1.278, 0.693], [-2.173, -0.398, -0.600], [2.501, -0.211, -0.718], [1.548, -1.170, 0.346], [0.225, 1.214, -0.959], [-0.868, -0.685, 1.413]], "nbo_charge": [-0.429, -0.133, -0.500, 0.097, 0.129, 0.213, 0.188, 0.200, 0.234], "smiles": "C=CC1SS1", "homo_energy_ha": -0.3123}


Model 2:
{"formula": "C3H4S2", "method": "the ωB97M-V functional and the def2-TZVPD basis", "elements": ["C", "C", "S", "C", "S", "H", "H", "H", "H"], "xyz": [[-0.677, 1.062, -0.125], [0.649, 1.049, -0.100], [1.458, -0.469, -0.442], [0.009, -1.368, 0.161], [-1.447, -0.487, -0.435], [-1.242, 1.975, -0.089], [1.242, 1.968, 0.004], [0.017, -2.432, -0.176], [-0.009, -1.298, 1.202]], "nbo_charge": [-0.393, -0.400, 0.263, -0.668, 0.258, 0.239, 0.239, 0.252, 0.210], "smiles": "C1=CSCS1", "homo_energy_ha": -0.2958}


Which of them is least stable? Easy: model 1.


Model 1:
{"formula": "C3H4S2", "method": "the ωB97M-V functional and the def2-TZVPD basis", "elements": ["C", "C", "C", "S", "S", "H", "H", "H", "H"], "xyz": [[-0.139, -0.651, 1.584], [-0.519, 0.481, -1.303], [-1.280, 0.016, -0.155], [-1.625, -1.300, 0.901], [-1.538, 1.706, -0.387], [0.801, -1.018, 1.228], [-0.212, 0.158, 2.284], [0.553, 0.627, -1.242], [-0.881, 0.233, -2.296]], "nbo_charge": [-0.584, -0.489, -0.345, 0.345, 0.212, 0.203, 0.206, 0.228, 0.224], "homo_energy_ha": [-0.2891, -0.2890]}


Model 2:
{"formula": "C3H4S2", "method": "the ωB97M-V functional and the def2-TZVPD basis", "elements": ["C", "C", "C", "S", "S", "H", "H", "H", "H"], "xyz": [[2.764, 1.096, -0.948], [-0.687, -0.098, 0.388], [-0.166, -1.123, -0.362], [2.394, 0.130, 0.205], [1.428, -1.795, -0.073], [2.626, 1.220, -2.007], [-1.611, 0.400, 0.014], [-0.373, 0.120, 1.413], [-0.564, -1.607, -1.354]], "nbo_charge": [-0.504, -0.426, -0.374, 0.481, -0.047, 0.210, 0.212, 0.216, 0.232], "homo_energy_ha": -0.3109}


Which of them is least stable? Easy: model 2.


Model 1:
{"formula": "C3H3N2O2S", "method": "the ωB97M-V functional and the def2-TZVPD basis", "elements": ["C", "C", "C", "N", "N", "O", "O", "S", "H", "H", "H"], "xyz": [[-0.302, 0.604, 0.465], [-2.494, 0.124, -0.164], [1.718, -0.146, -0.126], [-2.403, -0.146, 1.013], [0.391, -0.451, 0.281], [-0.341, 1.762, 0.625], [-2.702, 0.322, -1.301], [-0.071, -2.052, -0.096], [1.977, 0.760, 0.492], [2.292, -1.014, 0.010], [1.936, 0.236, -1.197]], "nbo_charge": [0.941, 0.649, -0.393, -0.685, -0.574, -0.507, -0.647, -0.383, 0.181, 0.230, 0.190], "charge": -1, "homo_energy_ha": -0.1299}


Model 2:
{"formula": "C3H3N2O2S", "method": "the ωB97M-V functional and the def2-TZVPD basis", "elements": ["C", "N", "S", "C", "O", "N", "C", "O", "H", "H", "H"], "xyz": [[-1.634, -0.210, -0.386], [-0.582, 0.786, 0.136], [-1.427, 2.383, 0.419], [0.435, 0.022, 0.401], [0.405, -1.183, 0.595], [1.900, 0.489, 0.371], [2.878, -0.179, 0.233], [3.795, -0.885, 0.044], [-2.034, -0.848, 0.307], [-2.465, 0.464, -0.803], [-1.271, -0.840, -1.316]], "nbo_charge": [-0.387, -0.545, -0.440, 0.784, -0.671, -0.614, 0.867, -0.567, 0.187, 0.211, 0.176], "charge": -1, "smiles": "CN([S-])C(=O)N=C=O", "homo_energy_ha": -0.1223}


Which of them is least stable? Easy: model 1.